(1)
ORCA calculation (ωB97M-V/def2-TZVPD) on a structure of composition C28H56GaN2O12S6 in a non-equilibrium geometry.

```
105
Properties=species:S:1:pos:R:3
O -3.0986 1.4250 -4.4111
C -4.1299 1.0599 -3.5019
C -4.3047 -0.4563 -3.3046
C -4.4633 -0.8716 -1.8331
C -3.3139 -1.7254 -1.2505
Ga -1.3888 -1.3201 -1.8552
C -0.5593 -3.0852 -2.5254
C 0.9718 -3.3202 -2.4787
S 1.9462 -2.0490 -1.6482
C 2.1468 -0.9262 -2.9313
N 1.8617 -0.9866 -4.1908
N 2.2229 0.2493 -4.7331
C 2.6837 0.9432 -3.7670
O 2.6758 0.2826 -2.5903
H -2.4311 0.7249 -4.3580
H -3.9708 1.5566 -2.5404
H -5.0596 1.4688 -3.9074
H -5.2091 -0.7457 -3.8463
H -3.4809 -0.9907 -3.7701
H -4.6089 0.0078 -1.2048
H -5.3982 -1.4382 -1.7492
H -3.3152 -1.5510 -0.1693
H -3.5410 -2.7881 -1.3642
H -1.3692 -0.2711 -3.1068
H -0.6204 -0.6490 -0.6207
H -1.0274 -3.8702 -1.9290
H -0.8746 -3.2224 -3.5605
H 1.1917 -4.2365 -1.9358
H 1.3545 -3.4877 -3.4830
H 3.0475 1.9528 -3.8136
C 0.5398 -2.4930 3.8931
C -0.6190 -1.7308 3.2342
C -0.6175 -2.0919 1.7459
S 0.0872 -3.7389 1.6422
O 1.3534 -3.6710 0.9491
O -0.9148 -4.6953 1.2421
C 0.4401 -3.9271 3.3901
H 0.5029 -2.4519 4.9806
H 1.4918 -2.0613 3.5732
H -1.5618 -2.0363 3.6955
H -0.5249 -0.6533 3.3591
H -1.6079 -2.1145 1.3006
H 0.0143 -1.4293 1.1599
H 1.3552 -4.5014 3.5089
H -0.3956 -4.4573 3.8457
C 4.5696 -1.4948 4.4132
C 4.9188 -0.9936 5.8221
C 4.2352 -1.9330 6.8242
S 4.1038 -3.5283 5.9992
O 2.7089 -3.8252 5.7961
O 4.9745 -4.4831 6.6362
C 4.7991 -3.0020 4.4360
H 5.1764 -1.0144 3.6479
H 3.5222 -1.2827 4.1910
H 6.0008 -1.0266 5.9643
H 4.5993 0.0363 5.9741
H 4.8045 -2.0681 7.7401
H 3.2233 -1.6100 7.0610
H 4.3018 -3.5387 3.6306
H 5.8603 -3.2484 4.4534
C 1.6664 -3.6657 -7.7301
C 2.7558 -2.6004 -7.9121
C 3.6919 -2.6991 -6.7043
S 3.6162 -4.3992 -6.1456
O 3.0048 -4.4423 -4.8418
O 4.8770 -5.0609 -6.3913
C 2.3968 -4.9472 -7.3394
H 1.0776 -3.8041 -8.6365
H 0.9881 -3.3667 -6.9284
H 3.3099 -2.7985 -8.8334
H 2.3324 -1.6001 -7.9878
H 4.7263 -2.4647 -6.9439
H 3.3451 -2.0835 -5.8789
H 1.7617 -5.6954 -6.8709
H 2.9336 -5.3820 -8.1828
C -0.1792 4.6295 0.8910
C -0.2428 4.2553 -0.5965
C -0.3919 2.7311 -0.6875
S -1.2324 2.2199 0.8168
O -0.3361 1.4162 1.6135
O -2.5652 1.7734 0.5104
C -1.3110 3.8554 1.5506
H -0.2883 5.7002 1.0498
H 0.7790 4.3171 1.3139
H -1.1087 4.7388 -1.0531
H 0.6423 4.5916 -1.1354
H -0.9916 2.4050 -1.5345
H 0.5684 2.2195 -0.7036
H -1.2123 3.7549 2.6305
H -2.2827 4.2752 1.2973
C -5.0134 7.5971 3.9281
C -4.6199 6.4174 4.8289
C -3.3843 5.7561 4.2052
S -2.5260 7.0592 3.3092
O -2.5663 6.7636 1.8998
O -1.2787 7.3665 3.9607
C -3.7200 8.3525 3.6367
H -5.7508 8.2423 4.4031
H -5.4428 7.2249 2.9958
H -4.3775 6.7864 5.8275
H -5.4320 5.6999 4.9324
H -2.7032 5.3449 4.9455
H -3.6524 4.9883 3.4819
H -3.7726 9.0083 2.7713
H -3.3705 8.9049 4.5085
```

Output
HOMO energy = -4.71 eV
total energy = -174879.6764 eV
HOMO-LUMO gap = 0.2309 Ha
net charge = -1
multiplicity = 1

***

(2)
ORCA calculation (ωB97M-V/def2-TZVPD) on a cluster of 26 separate species, C3H56BO25 in total in a non-equilibrium geometry.

```
85
Properties=species:S:1:pos:R:3
B 0.0346 0.7518 1.3281
C -1.0746 0.7464 2.5861
C -0.4523 0.3148 3.8523
C 0.1997 -0.0011 4.8138
H 0.7638 1.7329 1.3881
H -0.6187 0.7915 0.3005
H 0.6496 -0.2951 1.3212
H -1.9262 0.1043 2.3430
H -1.4192 1.7819 2.7074
H 0.9058 0.0900 5.5967
O 0.3454 -0.4080 -1.4766
H 0.7227 0.2118 -2.1098
H -0.4583 -0.7232 -1.9084
O -1.3759 1.2272 -3.3883
H -1.8712 1.6084 -4.1239
H -2.0601 0.8769 -2.8066
O 0.2893 3.7848 -3.8363
H -0.2144 2.9675 -3.6973
H 0.4999 3.7710 -4.7762
O -2.8843 4.1030 -3.2306
H -3.1311 4.6155 -2.4551
H -1.9344 4.2522 -3.3181
O -3.3326 2.8146 -6.3351
H -2.5265 3.3367 -6.4036
H -3.9615 3.4129 -5.9142
O -1.4784 -1.3767 -3.9308
H -1.1012 -0.7575 -4.5616
H -2.2835 -1.6916 -4.3605
O 1.8774 -2.7700 6.4380
H 1.3055 -2.0291 6.2062
H 2.7394 -2.5198 6.0800
O -2.7151 -3.5628 -5.8704
H -3.0897 -4.3891 -6.1892
H -1.9582 -3.8337 -5.3376
O 3.2613 0.0455 5.4160
H 3.2472 0.4284 4.5267
H 3.9502 0.5308 5.8795
O 2.8411 2.3925 -3.9147
H 3.6524 2.9034 -3.9859
H 2.2171 2.9947 -3.4824
O 2.5514 -1.9525 -3.2585
H 3.3661 -1.4479 -3.3327
H 1.9364 -1.3460 -2.8199
O -2.2837 -0.0868 -7.4918
H -1.4926 0.0631 -8.0193
H -2.7563 0.7547 -7.5321
O -3.5916 3.6680 -9.2151
H -4.0783 4.0300 -9.9572
H -4.2739 3.3065 -8.6437
O 4.8068 -2.9957 6.8791
H 4.8981 -2.5764 7.7457
H 5.0701 -3.9066 7.0315
O -0.8750 -2.5681 1.2204
H -0.4961 -1.9212 0.6064
H -1.6778 -2.8735 0.7889
O -5.5367 2.9527 -10.9285
H -6.0283 2.1380 -10.7831
H -5.3210 2.9334 -11.8665
O 5.9603 -2.3430 9.6639
H 6.0470 -1.9206 10.5290
H 6.2288 -3.2606 9.8210
O -5.3508 1.0946 -4.7771
H -5.9541 1.8128 -4.9978
H -4.5039 1.3783 -5.1416
O 5.5620 -1.1408 12.3158
H 5.0079 -1.4444 13.0445
H 5.2672 -0.2391 12.1512
O -4.5141 -2.0731 -9.0303
H -4.5393 -1.6880 -9.9103
H -3.8370 -1.5597 -8.5676
O 3.5121 -3.0884 12.6328
H 2.9806 -3.8806 12.7530
H 3.7611 -3.1065 11.7000
O 7.4836 -4.4999 10.5767
H 8.1822 -4.8420 10.0094
H 7.4171 -5.1430 11.2895
O 1.2178 1.8339 7.6274
H 0.3260 1.9631 7.2890
H 1.7018 1.4802 6.8705
O 3.6055 1.0136 2.6339
H 3.6725 1.5298 1.8269
H 3.5510 0.1003 2.3307
O -8.1902 0.9174 -5.5875
H -8.9104 0.3013 -5.7471
H -7.5370 0.3989 -5.0999
```

Output
HOMO energy = -4.24 eV
total energy = -55882.6899 eV
HOMO-LUMO gap = 0.1974 Ha
net charge = -1
multiplicity = 1

***

(3)
ORCA calculation (ωB97M-V/def2-TZVPD) on a cluster of 2 separate species, C4H12N2 in total in a non-equilibrium geometry.

```
18
Properties=species:S:1:pos:R:3
C 0.2950 1.6838 -1.3490
C 1.5484 0.8595 -1.1023
N 1.4538 -0.1677 -0.0008
H -0.6787 1.1737 -1.3082
H 0.4540 2.1024 -2.3537
H 0.1569 2.5338 -0.7203
H 2.3988 1.4460 -0.8509
H 1.8544 0.2872 -1.9838
H 0.4683 -0.3987 0.2474
H 2.0079 -0.9307 -0.2665
C -2.4015 -1.0077 0.6348
C -1.2928 -0.7228 1.2971
N -0.2755 -1.7226 1.6802
H -2.7521 -2.0724 0.4736
H -2.9086 0.0037 0.0745
H -0.9719 0.2690 1.6186
H 0.6408 -1.7162 1.1614
H 0.0029 -1.6203 2.7480
```

Output
HOMO energy (alpha / beta) = 1.35 / -5.24 eV
total energy = -7318.7827 eV
HOMO-LUMO gap (alpha / beta) = 0.1054 / 0.3431 Ha
net charge = -1
multiplicity = 2
ΔE to the lowest compared entry with this formula, charge and spin = 58.5 kcal/mol

***

(4)
ORCA calculation (ωB97M-V/def2-TZVPD) on a cluster of 2 separate species, C6H14O in total.

```
21
Properties=species:S:1:pos:R:3
C 0.2791 -2.5744 1.0562
C 1.5938 -0.9859 1.4179
C 1.6416 -0.0139 0.3710
C 0.6621 1.1225 0.2983
C -0.4010 0.9437 -0.7818
O -1.2607 2.0567 -0.7761
C -2.2833 1.9371 -1.7277
H 0.6676 -3.2742 1.8003
H 0.3014 -3.0454 0.0640
H -0.7377 -2.2629 1.3151
H 1.0505 -0.7496 2.3295
H 2.4454 -1.6444 1.5509
H 2.4022 -0.1348 -0.3933
H 0.8974 -1.2749 0.4196
H 1.1873 2.0671 0.1080
H 0.1522 1.2445 1.2642
H 0.0764 0.8311 -1.7717
H -0.9774 0.0168 -0.5978
H -1.8809 1.8604 -2.7510
H -2.9073 2.8314 -1.6573
H -2.9087 1.0491 -1.5382
```

Output
HOMO energy = -6.74 eV
total energy = -8490.9909 eV
HOMO-LUMO gap = 0.2857 Ha
multiplicity = 1
ΔE to the lowest compared entry with this formula, charge and spin = 136.1 kcal/mol

***

(5)
ORCA calculation (ωB97M-V/def2-TZVPD) on a structure of composition C19H28Cl3IrNO in a non-equilibrium geometry.

```
53
Properties=species:S:1:pos:R:3
C -1.4292 0.7725 -2.0995
C -1.5503 -0.5270 -2.8295
C -0.2819 -1.0478 -3.0394
C -2.8234 -1.0893 -3.3230
C 0.7060 -0.0539 -2.6505
C 0.0478 1.0714 -2.1778
C 0.6447 2.3901 -1.9146
C -2.3995 1.8626 -2.3828
C 0.0075 -2.4110 -3.5317
C 2.1755 -0.2573 -2.6589
Ir -1.4648 0.0303 -0.0732
Cl -2.3607 -2.0919 -0.3054
Cl -3.6884 0.5377 0.1935
Cl 0.4269 -1.4340 -0.0511
H -3.6377 -0.3661 -3.2158
H -3.0953 -1.9890 -2.7548
H -2.7425 -1.3714 -4.3826
H -0.7181 -3.1276 -3.1188
H 1.0147 -2.7223 -3.2339
H -0.0538 -2.4648 -4.6280
H 2.4527 -1.1730 -2.1134
H 2.6823 0.5865 -2.1671
H 2.5740 -0.3422 -3.6802
H 1.6266 2.2875 -1.4298
H -0.0150 2.9476 -1.2336
H 0.7954 2.9749 -2.8424
H -3.4251 1.5111 -2.2395
H -2.2636 2.1829 -3.4248
H -2.2102 2.7071 -1.7185
O -1.0106 1.9381 0.3171
H -0.4631 1.9942 1.1226
C 3.2711 0.6145 3.5364
N 2.5554 0.1962 2.3683
C 2.8717 -1.1113 1.8929
C 1.3057 0.8320 2.0124
C 0.0597 0.2725 2.6700
C 0.0090 0.3913 4.0608
C -0.9690 -0.2769 4.8024
C -1.9490 -1.0048 4.1259
C -1.9598 -1.0221 2.7255
C -1.0366 -0.2972 2.0053
H 4.3346 0.3588 3.4087
H 2.9199 0.0929 4.4468
H 3.1697 1.6966 3.6869
H 2.3525 -1.8976 2.4725
H 2.5355 -1.2053 0.8488
H 3.9566 -1.2733 1.9793
H 1.4129 1.8889 2.3096
H 1.2425 0.7551 0.9222
H 0.7685 1.0026 4.5604
H -0.9568 -0.2043 5.8896
H -2.7086 -1.5517 4.6790
H -2.7068 -1.5828 2.1835
```

Output
HOMO energy (alpha / beta) = 1.97 / -0.66 eV
total energy = -64096.4285 eV
HOMO-LUMO gap (alpha / beta) = 0.1134 / 0.2032 Ha
net charge = -2
multiplicity = 6

***

(6)
ORCA calculation (ωB97M-V/def2-TZVPD) on a structure of composition C30H24FN4O5Pb in a non-equilibrium geometry.

```
65
Properties=species:S:1:pos:R:3
Pb -1.5222 0.5613 -2.0079
C 3.4476 -0.1317 4.1187
C 3.6553 -0.9660 2.8677
C 5.1403 -0.9994 2.5718
C 5.5138 -1.4978 1.1982
C 4.7624 -0.7857 0.1534
C 5.2838 -0.6068 -1.1163
C 4.5956 0.0962 -2.1211
F 5.0585 0.0917 -3.3768
C 3.3871 0.6278 -1.8297
C 2.7694 0.4529 -0.5987
C 1.3791 0.8154 -0.4187
O 0.7342 1.2986 -1.3957
C 0.7581 0.5221 0.8678
C 1.5706 0.0299 1.8725
N 2.8931 -0.2880 1.7280
C 3.4559 -0.2171 0.4276
C -0.7308 0.5942 1.1488
O -1.0626 0.5416 2.3529
O -1.5716 0.5902 0.2001
H 3.9683 -0.5894 4.9925
H 2.4057 -0.1341 4.4604
H 3.7299 0.8890 3.9359
H 3.2244 -1.9899 2.9791
H 5.6959 -1.4900 3.3599
H 5.4923 0.0243 2.6766
H 5.2468 -2.5648 1.1741
H 6.5890 -1.3735 1.0767
H 6.2536 -1.0669 -1.3584
H 2.7415 1.1185 -2.5837
H 1.0807 -0.1394 2.8071
C -7.0494 -1.5751 -0.6257
C -5.8992 -1.9612 -1.2346
C -4.8721 -1.0319 -1.4166
C -5.0616 0.2611 -0.9956
C -6.1903 0.6354 -0.2764
C -7.2388 -0.2770 -0.1025
N -3.9983 1.1848 -1.2924
N -4.3502 2.3432 -1.3151
C -3.2760 3.2675 -1.5375
C -3.6872 4.5740 -1.4714
C -2.7713 5.6085 -1.6687
C -1.4334 5.2899 -1.8627
C -1.0537 3.9298 -1.9945
C -1.9496 2.8692 -1.8481
H -7.8349 -2.3087 -0.3859
H -5.7545 -3.0149 -1.4720
H -3.9276 -1.3751 -1.8815
H -6.1059 1.6720 0.0613
H -8.1717 0.0800 0.2946
H -4.7408 4.7022 -1.2067
H -3.0732 6.6383 -1.5944
H -0.6880 6.0748 -2.0185
H -0.0418 3.7036 -2.2749
O -1.8206 -2.8141 -1.6642
C -0.7347 -2.8662 -1.0973
C -0.5185 -3.5185 0.2740
C 0.9685 -3.3279 0.5528
C 1.4753 -2.6974 -0.7978
O 2.6711 -2.6424 -1.0499
N 0.4654 -2.4023 -1.6132
H -0.8479 -4.5623 0.2225
H -1.1181 -3.0152 1.0162
H 1.4887 -4.2631 0.7417
H 1.1948 -2.5944 1.3724
```

Output
HOMO energy = -5.26 eV
total energy = -55665.1639 eV
HOMO-LUMO gap = 0.2758 Ha
net charge = -1
multiplicity = 1
ΔE to the lowest compared entry with this formula, charge and spin = 6.3 kcal/mol

***

(7)
ORCA calculation (ωB97M-V/def2-TZVPD) on a cluster of 2 separate species, C5H8O in total.

```
14
Properties=species:S:1:pos:R:3
O 0.1251 -1.9825 0.7850
C -0.3146 -0.9928 -0.1108
C -1.2382 0.1000 0.3785
C -0.9414 1.2314 -0.2800
C 0.2587 1.0205 -1.1114
C 0.6912 -0.2411 -0.9584
H 0.6771 -1.5617 1.4552
H -0.9187 -1.5358 -0.8539
H -2.0374 -0.0670 1.0947
H -1.5000 2.1609 -0.2425
H 0.7037 1.7836 -1.7425
H 1.5827 -0.6978 -1.3761
H 1.3019 0.4161 1.8178
H 1.6100 0.3661 1.1443
```

Output
HOMO energy = -8.81 eV
total energy = -7359.8496 eV
SMILES = OC1C=CC=C1.[H][H]
HOMO-LUMO gap = 0.3556 Ha
multiplicity = 1
ΔE to the lowest compared entry with this formula, charge and spin = 55.5 kcal/mol

***

(8)
ORCA calculation (ωB97M-V/def2-TZVPD) on a cluster of 2 separate species, C3H12NO2 in total in a non-equilibrium geometry.

```
18
Properties=species:S:1:pos:R:3
C -0.0567 -1.3075 1.2451
O -1.3898 -1.3625 1.7828
C 0.0490 -0.9951 -0.2085
C 1.3855 -1.2480 -0.8336
N -0.2037 0.5692 -0.2271
H 0.2112 -2.3463 1.4520
H 0.5398 -0.7591 1.9874
H -1.8704 -0.5405 1.8339
H -0.7685 -1.4077 -0.7865
H 1.4119 -1.7915 -1.7712
H 2.0166 -0.3373 -0.8952
H 2.0912 -1.7705 -0.1821
H 0.3089 1.0215 0.5363
H -1.1227 0.9693 -0.0172
H 0.0182 1.0832 -1.0769
H -0.3809 3.5204 -1.5338
H -1.5214 3.6171 -0.5769
O -0.7182 3.0854 -0.7284
```

Output
HOMO energy = -14.87 eV
total energy = -8883.5261 eV
HOMO-LUMO gap = 0.4199 Ha
net charge = +1
multiplicity = 1
ΔE to the lowest compared entry with this formula, charge and spin = 31.1 kcal/mol

***

(9)
ORCA calculation (ωB97M-V/def2-TZVPD) on the molecule C17H29N5O2.

```
53
Properties=species:S:1:pos:R:3
C -1.0936 0.4949 4.5182
C -1.7039 0.4362 3.1669
C -2.3396 1.3997 2.4120
C -2.6978 0.7543 1.2189
C -3.3654 1.3337 0.0097
N -2.7496 0.8232 -1.1970
C -1.5989 1.3620 -1.6637
O -1.2171 2.4721 -1.3494
C -0.8710 0.4756 -2.6588
C -0.3732 -0.8576 -2.0578
C -0.4256 -1.8836 -3.1926
O -1.4627 -2.0785 -3.7991
N 0.6969 -2.5579 -3.4919
C 1.9424 -2.4235 -2.7811
C 1.6229 -1.9751 -1.3622
N 0.9345 -0.7047 -1.4358
C 0.8722 -0.0190 -0.1507
C 1.9741 1.0388 0.0697
C 2.0324 1.9838 -1.1285
C 3.3519 0.4068 0.2845
C 1.5874 1.8304 1.3229
N -2.3040 -0.5115 1.2444
N -1.7078 -0.6930 2.4222
C -1.1610 -1.9702 2.7699
H -0.0343 0.2403 4.4760
H -1.1939 1.4982 4.9215
H -1.5827 -0.2061 5.1953
H -2.5168 2.4220 2.6738
H -4.4309 1.0865 -0.0053
H -3.2448 2.4194 0.0147
H -2.9490 -0.1402 -1.4193
H -0.0184 1.0221 -3.0596
H -1.5650 0.2419 -3.4696
H -1.1144 -1.2211 -1.3176
H 0.6413 -3.1903 -4.2772
H 2.4623 -3.3852 -2.7777
H 2.5837 -1.6753 -3.2632
H 2.5445 -1.8535 -0.7972
H 1.0095 -2.7515 -0.8653
H -0.0816 0.5022 -0.0836
H 0.8991 -0.7479 0.6747
H 2.2723 1.4262 -2.0299
H 1.0742 2.4771 -1.2636
H 2.7960 2.7427 -0.9727
H 4.0633 1.1710 0.5918
H 3.3190 -0.3544 1.0629
H 3.7209 -0.0396 -0.6351
H 2.3300 2.5964 1.5329
H 1.5172 1.1742 2.1892
H 0.6254 2.3162 1.1794
H -0.0874 -1.8943 2.9582
H -1.6467 -2.3706 3.6626
H -1.3360 -2.6435 1.9335
```

Output
HOMO energy = -8.73 eV
total energy = -29646.3674 eV
SMILES = Cc1cc(CNC(=O)C[C@H]2C(=O)NCCN2CC(C)(C)C)nn1C
HOMO-LUMO gap = 0.3439 Ha
multiplicity = 1
ΔE to the lowest compared entry with this formula, charge and spin = 0.0 kcal/mol

***

| no. | molar mass (u) |
| --- | --- |
| 1 | 874.88 |
| 2 | 503.27 |
| 3 | 88.15 |
| 4 | 102.18 |
| 5 | 585.02 |
| 6 | 746.74 |
| 7 | 84.12 |
| 8 | 94.13 |
| 9 | 335.45 |